1) Formula: C2H2ClNO2
Source: the Open Molecules 2025 dataset
Level of theory: the ωB97M-V functional and the def2-TZVPD basis

Cartesian coordinates (Å):
C (0.32, 1.49, 1.81)
C (-0.60, -1.04, -1.18)
N (-0.17, 2.47, 1.47)
O (0.46, -0.51, -1.59)
O (1.28, 0.14, -0.84)
Cl (0.76, 0.04, 2.27)
H (-0.77, -1.02, -0.11)
H (-1.28, -1.56, -1.83)

Its net charge is 0. The calculation puts the LUMO energy (spin up / spin down) at -0.558 / -0.558 eV.



2) Formula: C2H2ClNO2
Source: the Open Molecules 2025 dataset
Level of theory: the ωB97M-V functional and the def2-TZVPD basis

Cartesian coordinates (Å):
C (-3.03, -0.64, -0.69)
C (2.25, 0.47, 0.63)
N (-1.95, -0.86, -1.04)
O (1.67, -0.38, -0.10)
O (0.40, -0.23, -0.37)
Cl (-4.46, -0.01, -0.04)
H (3.28, 0.15, 0.87)
H (1.84, 1.51, 0.75)

Its net charge is 0. The calculation puts the LUMO energy (spin up / spin down) at -0.336 / -0.335 eV.



Sorted by energy, starting with the most stable: 1), 2).



1) Formula: C3H4CdO3
Source: the Open Molecules 2025 dataset
Level of theory: the ωB97M-V functional and the def2-TZVPD basis

Cartesian coordinates (Å):
C (0.45, 1.21, 0.20)
O (-0.20, -1.17, -0.15)
C (-0.09, -0.50, -1.25)
C (0.09, 0.13, 1.17)
O (0.30, 0.78, -1.09)
O (-0.59, -0.92, -2.28)
H (-0.04, 2.18, 0.33)
H (-0.98, 0.19, 1.41)
H (1.47, 0.62, 0.91)
Cd (-0.89, -2.75, -1.42)
H (0.48, 0.23, 2.19)

Its net charge is +2. The calculation puts the LUMO energy at -12.561 eV.



2) Formula: C3H4CdO3
Source: the Open Molecules 2025 dataset
Level of theory: the ωB97M-V functional and the def2-TZVPD basis

Cartesian coordinates (Å):
O (0.57, 1.31, -1.65)
C (0.51, 0.15, -1.83)
C (0.24, -0.95, -0.89)
H (1.52, -0.68, -1.81)
H (0.68, -1.93, -1.12)
H (-0.81, -1.28, -0.96)
Cd (0.15, 2.05, 0.63)
O (0.06, 0.01, 0.64)
C (-0.45, -0.33, 1.79)
O (-0.89, 0.86, 2.26)
H (-1.57, 0.79, 2.94)

Its net charge is +2. The calculation puts the LUMO energy (spin up / spin down) at -11.769 / -11.770 eV.



Sorted by energy, starting with the most stable: 1), 2).



1) Formula: C34H34N2O4P2ReTe
Source: the Open Molecules 2025 dataset
Level of theory: the ωB97M-V functional and the def2-TZVPD basis

Cartesian coordinates (Å):
Re (0.19, -0.14, 2.22)
O (1.36, -2.25, -1.15)
C (1.19, -1.83, -0.01)
O (1.00, -0.58, 0.22)
C (1.09, -2.73, 1.19)
C (1.37, -4.09, 1.20)
C (1.20, -4.79, 2.40)
C (0.74, -4.13, 3.53)
C (0.44, -2.78, 3.42)
N (0.63, -2.11, 2.28)
C (-0.22, -1.92, 4.50)
O (-0.46, -2.36, 5.60)
O (-0.52, -0.73, 4.08)
H (1.69, -4.57, 0.30)
H (1.41, -5.85, 2.43)
H (0.61, -4.62, 4.47)
C (-2.49, -1.69, 0.18)
P (-2.05, -0.36, 1.35)
C (-3.30, -0.51, 2.66)
C (-2.50, 1.21, 0.53)
C (-3.63, 1.31, -0.28)
C (-4.00, 2.54, -0.80)
C (-3.26, 3.67, -0.51)
C (-2.12, 3.57, 0.27)
C (-1.73, 2.35, 0.79)
P (-0.17, 2.19, 1.73)
C (1.04, 2.83, 0.52)
C (-0.24, 3.45, 3.04)
H (-3.56, -1.67, -0.02)
H (-2.23, -2.65, 0.62)
H (-1.94, -1.56, -0.76)
H (-4.30, -0.34, 2.24)
H (-3.10, 0.23, 3.43)
H (-3.26, -1.50, 3.11)
H (-4.22, 0.44, -0.50)
H (-4.89, 2.61, -1.41)
H (-3.57, 4.63, -0.90)
H (-1.54, 4.46, 0.49)
H (0.69, 3.76, 0.08)
H (1.18, 2.08, -0.26)
H (1.99, 3.00, 1.03)
H (-0.39, 4.44, 2.62)
H (0.70, 3.43, 3.59)
H (-1.05, 3.21, 3.72)
Te (0.10, -0.20, -2.40)
C (-1.35, -0.78, -3.87)
C (-2.31, 0.15, -4.23)
C (-3.30, -0.21, -5.14)
C (-3.34, -1.49, -5.65)
C (-2.37, -2.42, -5.30)
C (-1.37, -2.07, -4.40)
C (1.76, 0.11, -3.70)
C (1.81, 1.35, -4.33)
C (2.88, 1.65, -5.16)
C (3.89, 0.72, -5.35)
C (3.82, -0.52, -4.74)
C (2.76, -0.83, -3.90)
H (-2.28, 1.16, -3.84)
H (-4.04, 0.52, -5.45)
H (-4.13, -1.78, -6.33)
H (-2.39, -3.41, -5.72)
H (-0.63, -2.80, -4.10)
H (1.02, 2.08, -4.18)
H (2.93, 2.61, -5.64)
H (4.73, 0.96, -5.99)
H (4.59, -1.26, -4.91)
H (2.71, -1.78, -3.39)
C (4.32, 1.13, 4.62)
C (3.12, 0.96, 5.30)
C (2.01, 0.56, 4.59)
N (2.03, 0.33, 3.27)
C (3.18, 0.48, 2.62)
C (4.34, 0.89, 3.25)
H (5.21, 1.45, 5.14)
H (3.05, 1.11, 6.36)
H (1.06, 0.44, 5.10)
H (3.17, 0.28, 1.55)
H (5.25, 1.00, 2.68)

As for the spin multiplicity: 2. As for the expectation value of S²: 1.222. Its net charge is +2. The calculation puts the LUMO energy (spin up / spin down) at -8.703 / -8.619 eV.



2) Formula: C34H34N2O4P2ReTe
Source: the Open Molecules 2025 dataset
Level of theory: the ωB97M-V functional and the def2-TZVPD basis

Cartesian coordinates (Å):
Re (-0.79, 0.66, -0.06)
O (-1.23, 3.18, 3.05)
C (-1.36, 2.33, 2.25)
O (-0.59, 2.19, 1.11)
C (-2.39, 1.24, 2.35)
C (-3.38, 1.10, 3.29)
C (-4.23, 0.00, 3.18)
C (-4.08, -0.91, 2.14)
C (-3.07, -0.70, 1.23)
N (-2.26, 0.35, 1.36)
C (-2.72, -1.51, 0.02)
O (-3.26, -2.52, -0.27)
O (-1.71, -0.93, -0.72)
H (-3.47, 1.83, 4.08)
H (-5.02, -0.14, 3.91)
H (-4.73, -1.77, 2.02)
C (1.44, 2.93, -1.67)
P (0.80, 1.23, -1.84)
C (2.26, 0.22, -2.20)
C (-0.19, 1.31, -3.36)
C (0.37, 1.10, -4.62)
C (-0.43, 1.18, -5.76)
C (-1.77, 1.49, -5.65)
C (-2.34, 1.73, -4.40)
C (-1.55, 1.64, -3.26)
P (-2.26, 1.87, -1.61)
C (-3.95, 1.23, -1.66)
C (-2.45, 3.65, -1.30)
H (1.95, 3.20, -2.59)
H (2.13, 3.00, -0.83)
H (0.61, 3.62, -1.50)
H (2.06, -0.48, -3.00)
H (2.54, -0.35, -1.31)
H (3.10, 0.87, -2.48)
H (1.42, 0.87, -4.72)
H (0.01, 1.00, -6.73)
H (-2.39, 1.54, -6.53)
H (-3.39, 1.98, -4.33)
H (-4.56, 1.83, -2.34)
H (-4.38, 1.30, -0.66)
H (-3.95, 0.19, -1.99)
H (-2.79, 4.14, -2.21)
H (-1.51, 4.09, -0.97)
H (-3.19, 3.79, -0.51)
Te (0.74, -0.93, 1.68)
C (1.45, 0.69, 2.87)
C (1.24, 0.54, 4.24)
C (1.75, 1.49, 5.13)
C (2.45, 2.58, 4.64)
C (2.66, 2.73, 3.28)
C (2.15, 1.79, 2.39)
C (2.69, -1.64, 1.29)
C (2.94, -2.96, 1.62)
C (4.24, -3.45, 1.54)
C (5.27, -2.62, 1.12)
C (5.01, -1.30, 0.79)
C (3.72, -0.80, 0.88)
H (0.69, -0.31, 4.63)
H (1.59, 1.37, 6.19)
H (2.84, 3.32, 5.33)
H (3.22, 3.58, 2.90)
H (2.27, 1.94, 1.32)
H (2.15, -3.61, 1.95)
H (4.45, -4.47, 1.82)
H (6.29, -3.00, 1.07)
H (5.82, -0.65, 0.46)
H (3.54, 0.25, 0.66)
C (-0.52, -5.46, -1.18)
C (-0.72, -5.35, 0.18)
C (-0.35, -4.17, 0.81)
N (0.18, -3.13, 0.16)
C (0.36, -3.25, -1.16)
C (0.03, -4.39, -1.87)
H (-0.80, -6.36, -1.71)
H (-1.14, -6.16, 0.76)
H (-0.49, -4.04, 1.88)
H (0.78, -2.38, -1.66)
H (0.21, -4.44, -2.94)

As for the spin multiplicity: 2. As for the expectation value of S²: 0.761. Its net charge is +2. The calculation puts the LUMO energy (spin up / spin down) at -7.421 / -8.293 eV.



Sorted by energy, starting with the most stable: 2), 1).



1) Formula: C21H30N2O5
Source: the Open Molecules 2025 dataset
Level of theory: the ωB97M-V functional and the def2-TZVPD basis

Cartesian coordinates (Å):
C (-0.98, 4.69, -5.99)
O (0.27, 5.01, -6.55)
C (1.21, 5.50, -5.62)
C (1.73, 4.42, -4.66)
C (0.89, 4.34, -3.39)
O (0.14, 5.24, -3.06)
N (1.05, 3.24, -2.62)
C (1.88, 2.09, -2.89)
C (1.00, 0.89, -3.23)
C (0.02, 0.61, -2.08)
O (0.81, 0.17, -0.98)
C (0.23, -0.45, 0.08)
C (1.10, -0.73, 1.14)
C (0.64, -1.39, 2.26)
C (-0.69, -1.78, 2.36)
C (-1.25, -2.41, 3.58)
O (-2.23, -1.94, 4.15)
N (-0.63, -3.52, 4.03)
C (0.40, -4.27, 3.33)
C (0.14, -5.71, 3.75)
C (-0.29, -5.54, 5.21)
C (-1.15, -4.27, 5.18)
C (-1.10, -3.47, 6.49)
O (-2.27, -2.76, 6.75)
C (-1.55, -1.47, 1.31)
C (-1.10, -0.83, 0.18)
C (-0.77, 1.88, -1.74)
C (0.19, 3.04, -1.47)
H (-1.37, 5.51, -5.39)
H (-1.65, 4.49, -6.83)
H (-0.93, 3.79, -5.36)
H (0.78, 6.32, -5.04)
H (2.03, 5.88, -6.24)
H (1.73, 3.47, -5.19)
H (2.76, 4.66, -4.37)
H (2.44, 1.86, -1.98)
H (2.59, 2.29, -3.69)
H (0.42, 1.09, -4.14)
H (1.62, 0.01, -3.39)
H (-0.67, -0.20, -2.38)
H (2.12, -0.42, 1.06)
H (1.32, -1.57, 3.08)
H (0.33, -4.11, 2.25)
H (1.39, -3.95, 3.67)
H (1.02, -6.34, 3.64)
H (-0.67, -6.14, 3.16)
H (-0.84, -6.40, 5.59)
H (0.58, -5.37, 5.84)
H (-2.21, -4.52, 4.99)
H (-0.97, -4.16, 7.33)
H (-0.22, -2.80, 6.46)
H (-2.49, -2.26, 5.93)
H (-2.60, -1.75, 1.39)
H (-1.80, -0.62, -0.62)
H (-1.42, 2.12, -2.58)
H (-1.39, 1.71, -0.85)
H (0.80, 2.82, -0.60)
H (-0.37, 3.97, -1.31)

Its net charge is 0. The calculation puts the LUMO energy at 0.555 eV. As for the SMILES: COCCC(=O)N1CCC(Oc2ccc(C(=O)N3CCC[C@H]3CO)cc2)CC1.



2) Formula: C21H30N2O5
Source: the Open Molecules 2025 dataset
Level of theory: the ωB97M-V functional and the def2-TZVPD basis

Cartesian coordinates (Å):
C (-1.89, -2.07, 1.40)
C (-0.82, -2.50, 2.38)
O (-0.70, -1.51, 3.38)
C (0.13, -1.84, 4.47)
C (1.63, -1.83, 4.16)
C (2.13, -0.47, 3.68)
N (1.49, -0.07, 2.45)
C (2.03, -0.41, 1.25)
O (3.16, -0.86, 1.12)
C (1.12, -0.22, 0.09)
C (1.22, -1.15, -0.90)
N (0.40, -1.20, -1.98)
C (0.63, -2.19, -3.01)
C (1.67, -1.76, -4.05)
C (1.30, -0.42, -4.68)
C (3.08, -1.69, -3.46)
C (-0.68, -0.34, -2.12)
O (-1.47, -0.48, -3.04)
C (-0.77, 0.71, -1.12)
C (-1.77, 1.67, -1.28)
C (-1.91, 2.74, -0.42)
O (-2.90, 3.68, -0.54)
C (-3.82, 3.55, -1.60)
C (-0.98, 2.88, 0.64)
O (-0.92, 3.87, 1.56)
C (-1.77, 5.00, 1.50)
C (0.01, 1.92, 0.80)
C (0.13, 0.81, -0.05)
H (-2.00, -2.81, 0.61)
H (-1.63, -1.12, 0.95)
H (-2.84, -1.96, 1.91)
H (0.14, -2.63, 1.85)
H (-1.09, -3.46, 2.85)
H (-0.16, -2.82, 4.87)
H (-0.09, -1.08, 5.23)
H (2.16, -2.11, 5.08)
H (1.86, -2.58, 3.40)
H (1.92, 0.30, 4.44)
H (3.20, -0.51, 3.50)
H (0.49, 0.05, 2.50)
H (1.97, -1.92, -0.83)
H (0.94, -3.13, -2.54)
H (-0.33, -2.34, -3.51)
H (1.66, -2.53, -4.83)
H (1.96, -0.19, -5.51)
H (0.27, -0.44, -5.04)
H (1.38, 0.38, -3.95)
H (3.15, -0.92, -2.70)
H (3.36, -2.65, -3.02)
H (3.80, -1.46, -4.25)
H (-2.44, 1.53, -2.12)
H (-4.38, 2.61, -1.53)
H (-4.50, 4.39, -1.49)
H (-3.32, 3.61, -2.57)
H (-2.82, 4.73, 1.64)
H (-1.66, 5.53, 0.55)
H (-1.45, 5.64, 2.32)
H (0.72, 2.07, 1.60)

Its net charge is 0. The calculation puts the LUMO energy at 0.731 eV. As for the SMILES: CCOCCCNC(=O)c1cn(CC(C)C)c(=O)c2cc(OC)c(OC)cc12.



Sorted by energy, starting with the most stable: 1), 2).